{"formula": "C25H34CdN4O3PSiTe", "method": "wB97M-V/def2-TZVPD", "elements": ["Cd", "C", "Si", "C", "N", "C", "C", "C", "C", "C", "C", "C", "C", "C", "C", "C", "C", "C", "C", "C", "C", "C", "H", "H", "H", "H", "H", "H", "H", "H", "H", "H", "H", "H", "H", "H", "H", "H", "H", "H", "H", "H", "H", "H", "H", "H", "C", "C", "O", "P", "O", "Te", "O", "C", "C", "H", "H", "H", "H", "H", "H", "H", "H", "H", "H", "N", "C", "N", "C", "N"], "positions_angstrom": [[0.47, 1.22, -0.34], [0.14, 0.09, -2.16], [-1.04, -1.28, -1.96], [-0.46, -2.50, -0.65], [-0.14, -1.84, 0.62], [-1.33, -1.60, 1.47], [-1.20, -2.25, 2.84], [-0.76, -3.70, 2.69], [0.61, -3.79, 1.99], [0.97, -2.45, 1.34], [-2.74, -0.63, -1.49], [-3.00, 0.74, -1.38], [-4.25, 1.20, -0.97], [-5.26, 0.30, -0.68], [-5.03, -1.06, -0.80], [-3.78, -1.52, -1.21], [-1.28, -2.31, -3.54], [-2.38, -2.14, -4.37], [-2.52, -2.87, -5.55], [-1.55, -3.78, -5.92], [-0.43, -3.96, -5.11], [-0.30, -3.23, -3.94], [-0.22, 0.84, -2.86], [1.11, -0.28, -2.51], [0.43, -3.00, -1.03], [-1.22, -3.30, -0.51], [-2.20, -2.04, 0.97], [-1.53, -0.53, 1.57], [-2.16, -2.18, 3.35], [-0.48, -1.69, 3.45], [-1.51, -4.21, 2.08], [-0.74, -4.21, 3.65], [0.61, -4.59, 1.24], [1.40, -4.04, 2.71], [1.81, -2.57, 0.65], [1.32, -1.74, 2.10], [-2.23, 1.46, -1.61], [-4.42, 2.27, -0.88], [-6.23, 0.66, -0.36], [-5.82, -1.77, -0.58], [-3.62, -2.59, -1.30], [-3.16, -1.44, -4.10], [-3.39, -2.72, -6.18], [-1.65, -4.35, -6.84], [0.34, -4.67, -5.40], [0.58, -3.38, -3.33], [4.98, 3.19, 0.46], [3.51, 3.55, 0.45], [2.69, 2.38, 0.67], [2.27, 1.74, 2.08], [2.61, 0.30, 2.05], [-0.08, 2.21, 2.24], [3.10, 2.57, 3.16], [2.58, 3.70, 3.91], [3.56, 3.99, 5.02], [5.56, 4.07, 0.19], [5.18, 2.39, -0.26], [5.29, 2.85, 1.45], [3.21, 3.93, -0.52], [3.27, 4.31, 1.20], [1.60, 3.44, 4.30], [2.45, 4.55, 3.25], [3.61, 3.16, 5.72], [3.25, 4.89, 5.55], [4.56, 4.16, 4.61], [0.32, 3.41, -1.37], [0.56, 4.44, -0.88], [0.73, 5.65, -0.48], [1.41, 6.04, 0.58], [2.01, 6.50, 1.46]], "lowdin_charge": [1.16, -0.40, 0.53, -0.25, -0.21, -0.22, -0.19, -0.19, -0.17, -0.21, -0.26, -0.10, -0.08, -0.10, -0.10, -0.12, -0.23, -0.09, -0.10, -0.11, -0.10, -0.10, -0.03, -0.03, 0.08, 0.09, 0.10, 0.04, 0.11, 0.11, 0.10, 0.10, 0.10, 0.10, 0.12, 0.09, 0.07, 0.10, 0.09, 0.10, 0.10, 0.10, 0.10, 0.09, 0.09, 0.09, -0.07, -0.28, -0.40, 0.01, -0.37, 0.43, -0.29, -0.31, -0.08, 0.08, 0.08, 0.07, 0.11, 0.08, 0.05, 0.08, 0.08, 0.08, 0.08, 0.00, -0.47, 0.06, -0.44, 0.07], "e_homo_ha": -0.189, "e_lumo_ev": 2.48, "charge": -1}